Here is 7 unconnected molecules or ions with the total composition C41H34F8N3O3 in a non-equilibrium geometry from OMol25. Energies are from ωB97M-V/def2-TZVPD.

Computed properties:
Orbital gap, eV: 7.431
E, hartree: -2771.33107
HOMO, eV: -10.793
Total charge: +1

Last column: Mulliken charge in e.
Atoms and positions in Å:
O 2.9688 -5.2056 0.8656  -0.37
C 2.3873 -4.2008 0.6989  0.54
F 2.0262 -3.7783 -0.5266  -0.22
N 2.0237 -3.2859 1.7910  0.13
C 2.8489 -2.1002 1.6234  0.51
O 3.8273 -1.9838 2.2662  -0.39
F 2.5457 -1.1428 0.7166  -0.25
C 0.6105 -3.0213 1.7606  0.01
C -0.2345 -4.0044 2.1447  -0.59
N -1.5036 -3.4699 1.9845  0.42
O -2.6476 -4.1485 2.2379  -0.40
C -1.3919 -2.2501 1.5270  -0.53
N -0.1153 -1.8982 1.3912  0.25
H 0.1100 -4.9740 2.4977  0.67
H -2.6058 -4.9322 1.6609  0.38
H -2.2603 -1.6017 1.2933  0.61
H 0.2761 -1.0159 1.0764  0.19
F 0.4488 -7.1665 1.5357  -0.11
C 0.4534 -8.0662 2.5569  0.37
C -0.7485 -8.4779 3.0964  -0.27
C -0.7417 -9.3991 4.1347  -0.53
C 0.4640 -9.8849 4.6225  -0.52
C 1.6638 -9.4554 4.0699  -0.51
C 1.6603 -8.5426 3.0249  -0.29
H -1.6785 -8.0818 2.7065  0.37
H -1.6761 -9.7371 4.5626  0.38
H 0.4679 -10.6000 5.4346  0.39
H 2.6030 -9.8315 4.4528  0.38
H 2.5845 -8.2022 2.5748  0.45
F -3.2951 0.1161 1.4332  -0.42
C -3.0338 0.9987 0.4256  -0.07
C -1.8669 1.7335 0.4571  0.08
C -1.6035 2.6246 -0.5756  -0.38
C -2.5135 2.7730 -1.6132  -0.65
C -3.6852 2.0285 -1.6244  -0.49
C -3.9469 1.1295 -0.6005  -0.51
H -1.1740 1.6111 1.2809  0.70
H -0.6904 3.2027 -0.5694  0.33
H -2.3096 3.4694 -2.4132  0.53
H -4.3959 2.1481 -2.4316  0.42
H -4.8509 0.5336 -0.5960  0.45
F 0.1831 3.6412 1.8668  -0.35
C 1.3156 3.3108 1.2159  -0.26
C 2.0957 4.3074 0.6660  -0.46
C 3.2649 3.9638 0.0027  -0.21
C 3.6332 2.6285 -0.1112  -0.90
C 2.8344 1.6361 0.4416  -0.37
C 1.6704 1.9794 1.1145  -0.02
H 1.7897 5.3406 0.7583  0.40
H 3.8883 4.7379 -0.4248  0.45
H 4.5441 2.3625 -0.6315  0.42
H 3.1189 0.6014 0.3520  0.82
H 1.0379 1.2216 1.5635  0.49
F -3.1796 4.4926 -4.2058  -0.34
C -3.3660 5.8264 -4.0884  0.41
C -2.3343 6.6819 -4.4197  -0.41
C -2.5284 8.0510 -4.3029  -0.37
C -3.7444 8.5441 -3.8480  -0.52
C -4.7696 7.6692 -3.5147  -0.35
C -4.5828 6.2999 -3.6401  -0.36
H -1.3913 6.2776 -4.7650  0.42
H -1.7308 8.7332 -4.5665  0.38
H -3.8924 9.6122 -3.7539  0.38
H -5.7158 8.0531 -3.1566  0.36
H -5.3730 5.6024 -3.3934  0.41
F 2.5569 7.2192 -0.5716  -0.30
C 2.2546 8.3212 0.1498  0.41
C 1.5816 9.3614 -0.4592  -0.52
C 1.2676 10.4899 0.2846  -0.36
C 1.6388 10.5670 1.6209  -0.51
C 2.3192 9.5138 2.2164  -0.43
C 2.6259 8.3790 1.4785  -0.24
H 1.3082 9.2855 -1.5038  0.43
H 0.7341 11.3095 -0.1782  0.36
H 1.3966 11.4501 2.1980  0.37
H 2.6120 9.5756 3.2563  0.36
H 3.1489 7.5439 1.9276  0.44
F 0.3252 -9.4523 -4.7964  -0.31
C 0.5284 -8.7483 -3.6729  0.20
C 0.1008 -9.2663 -2.4650  -0.46
C 0.3159 -8.5394 -1.3030  -0.40
C 0.9448 -7.3021 -1.3637  0.05
C 1.3646 -6.7933 -2.5868  -0.36
C 1.1607 -7.5220 -3.7496  -0.47
H -0.3941 -10.2285 -2.4396  0.42
H -0.0073 -8.9380 -0.3499  0.29
H 1.1081 -6.7366 -0.4604  0.14
H 1.8517 -5.8276 -2.6350  0.39
H 1.4882 -7.1466 -4.7104  0.43